(1)
75
Properties=species:S:1:pos:R:3:forces:R:3 method="wB97M-V/def2-TZVPD" homo_ev="-7.29 / -7.29" homo_lumo_gap_ha="0.2404 / 0.2059" s2=8.7801 spin_multiplicity=6 fmax_ev_per_a=1.8
Fe -0.52854 0.08239 1.30413 0.856 -0.328 -0.693
Cl 4.73349 -5.05684 1.67623 0.299 -0.282 -0.072
C 3.43958 -3.93611 1.90953 -0.013 0.383 -0.160
C 2.34629 -4.31191 2.70417 0.035 0.177 -0.150
C 1.31138 -3.44055 2.88657 0.028 0.292 0.071
C 1.32164 -2.13659 2.31496 0.847 -0.225 -0.450
O 0.33293 -1.36172 2.48134 -1.568 0.836 0.085
C 2.48274 -1.75016 1.55380 -0.826 -0.419 0.146
C 2.64907 -0.41539 1.09076 -0.107 0.532 0.081
N 1.82086 0.54790 1.35722 -1.013 -0.878 -0.082
C 2.12286 1.88413 1.29877 1.030 0.715 -0.147
C 3.41549 2.38554 1.17982 -0.658 -0.452 -0.085
C 3.67873 3.75319 1.19906 -0.159 0.494 -0.007
C 2.67134 4.65938 1.38906 0.251 -0.078 -0.064
C 1.35550 4.20955 1.60389 -0.086 -0.377 -0.009
C 0.30402 5.09084 1.92369 -0.285 -0.246 0.041
C -0.93721 4.58771 2.20852 0.225 0.209 -0.038
C -1.12526 3.20237 2.13930 0.096 -0.231 0.032
N -0.17458 2.35763 1.81632 -0.558 -0.759 0.037
C 1.06580 2.81748 1.55742 0.527 0.372 -0.032
C 3.50482 -2.68815 1.34134 -0.035 -0.259 0.178
H 2.32949 -5.28951 3.16218 0.023 -0.089 0.002
H 0.45945 -3.69450 3.49977 -0.079 -0.077 0.012
H 3.57516 -0.22769 0.53802 0.089 0.138 0.113
H 4.24673 1.70652 1.08240 0.065 -0.137 -0.006
H 4.69530 4.09397 1.07599 0.098 0.048 -0.012
H 2.87323 5.71809 1.40660 0.036 0.164 0.032
H 0.50009 6.15080 1.96446 0.023 0.158 0.006
H -1.75899 5.22616 2.49480 -0.044 0.045 -0.030
H -2.09152 2.76865 2.35781 -0.108 0.002 0.001
H 4.35792 -2.39896 0.74598 0.165 -0.053 -0.049
C -5.22291 -0.07670 1.88963 0.176 -0.059 -0.177
C -3.73567 -0.05126 2.04820 -0.147 -0.372 -1.637
N -2.90853 -0.26713 1.08976 0.690 -0.007 -0.253
O -3.40339 -0.54721 -0.17404 -0.264 0.196 0.839
C -3.12202 0.22885 3.32867 0.557 0.241 0.705
C -3.89103 0.32744 4.61887 0.405 0.023 -0.124
N -1.84042 0.41665 3.31437 0.404 0.232 1.252
O -1.10413 0.67574 4.28718 -0.608 -0.220 -0.886
H -5.47182 -0.15565 0.83339 -0.052 0.013 0.107
H -5.66122 0.82737 2.30662 -0.056 0.063 0.040
H -5.64438 -0.92972 2.41829 -0.059 -0.065 0.043
H -2.60521 -0.84340 -0.64842 0.186 0.051 0.156
H -4.74007 -0.34799 4.64849 -0.075 -0.042 -0.095
H -4.24424 1.34585 4.77952 -0.087 0.070 0.025
H -3.21175 0.08268 5.43392 -0.059 -0.009 0.043
N 0.83788 -2.28461 -9.02864 0.011 -0.081 -0.370
C 0.71502 -1.99695 -7.92569 0.075 -0.150 -0.533
C 0.58639 -1.65004 -6.56142 -0.065 0.145 0.905
C 1.67952 -1.80373 -5.70763 -0.124 0.002 -0.241
C 1.56552 -1.47348 -4.37039 -0.075 0.117 0.129
C 0.36225 -0.98419 -3.87288 0.014 -0.135 -0.292
C -0.72807 -0.84298 -4.73274 0.088 -0.011 0.059
C -0.62933 -1.17623 -6.06665 0.160 -0.031 -0.072
C 0.12526 -0.66144 -2.44424 -0.076 0.144 0.512
C -0.08006 -1.74630 -1.59089 0.120 -0.226 -0.293
C 0.11307 -3.11917 -1.91807 -0.064 0.173 0.075
C -0.28690 -3.84305 -0.82344 -0.009 -0.071 -0.011
C -0.73420 -2.90190 0.12308 -0.041 -0.061 -0.168
N -0.60241 -1.65745 -0.31529 -0.146 0.758 0.826
C -0.03679 0.68696 -2.12707 0.156 0.119 -0.361
C 0.15624 1.75721 -3.05171 -0.063 -0.099 0.073
C -0.23939 2.90290 -2.41428 0.017 0.083 -0.079
C -0.64552 2.50416 -1.12472 0.029 -0.104 -0.164
N -0.50367 1.20177 -0.93078 -0.303 -0.322 1.146
H 2.60327 -2.19207 -6.11301 0.064 0.030 0.056
H 2.41445 -1.59130 -3.71315 0.035 -0.018 0.092
H -1.66155 -0.47635 -4.33324 -0.084 0.043 0.027
H -1.48086 -1.07945 -6.72559 0.008 0.020 -0.023
H 0.49980 -3.49696 -2.84391 0.054 -0.087 -0.191
H -0.27254 -4.90757 -0.69912 -0.010 -0.231 0.010
H -1.16990 -3.10950 1.08440 0.027 0.029 0.233
H 0.55006 1.65531 -4.04510 0.000 0.015 -0.195
H -0.25463 3.90845 -2.79080 0.038 0.136 -0.110
H -1.05396 3.15824 -0.37543 -0.004 0.020 0.172


(2)
80
Properties=species:S:1:pos:R:3:forces:R:3 method="wB97M-V/def2-TZVPD" homo_ev=-13.92 homo_lumo_gap_ha=0.2255 spin_multiplicity=1 total_charge=+2 fmax_ev_per_a=0.7
W 0.62947 0.08683 1.07178 0.077 -0.012 0.732
O 1.30960 3.70317 2.95184 0.142 0.013 -0.019
C 1.33082 2.53962 2.68044 -0.489 0.134 -0.044
N 0.32024 1.86468 1.95053 0.449 -0.018 -0.096
C -0.92128 2.46981 1.70845 0.024 0.289 0.012
C -1.24410 3.82729 1.75439 0.010 0.021 0.080
C -2.54347 4.19886 1.46812 -0.035 -0.043 0.019
C -3.50825 3.24671 1.13276 0.009 0.006 0.024
C -3.19615 1.90039 1.07738 -0.054 0.040 0.091
C -1.89103 1.51979 1.37804 -0.247 -0.033 0.012
N -1.35394 0.22671 1.38701 -0.089 -0.266 -0.145
C -2.15242 -0.91709 1.54684 -0.017 0.450 0.034
O -3.34343 -0.96607 1.43010 -0.028 -0.094 -0.015
C -1.32740 -2.08804 1.96504 -0.032 0.010 0.073
C -1.91439 -3.30120 2.22729 -0.016 -0.108 0.037
C -1.09749 -4.37140 2.56994 -0.057 -0.032 -0.003
C 0.27140 -4.17919 2.59496 0.053 0.021 -0.002
C 0.78285 -2.92531 2.30489 -0.076 -0.085 -0.010
N -0.00320 -1.87894 2.04069 0.090 0.250 -0.272
C 2.38131 1.60781 3.14107 -0.048 0.015 0.047
C 3.50222 2.07122 3.79267 0.016 0.045 0.078
C 4.43787 1.14605 4.22138 0.065 -0.015 0.032
C 4.19553 -0.19713 3.98038 -0.005 -0.001 0.023
C 3.04974 -0.56741 3.30337 -0.102 0.072 0.112
N 2.13548 0.31941 2.89012 0.000 -0.186 -0.376
H -0.50283 4.56657 2.00568 -0.002 -0.006 -0.022
H -2.80995 5.24660 1.50226 -0.011 -0.007 -0.003
H -4.52056 3.56226 0.91608 0.007 0.010 0.003
H -3.94289 1.16507 0.82579 0.024 0.010 0.012
H -2.99001 -3.38305 2.15183 0.007 -0.014 -0.007
H -1.52294 -5.34222 2.78623 0.000 0.011 0.013
H 0.95435 -4.98596 2.82073 -0.016 -0.005 0.001
H 1.84595 -2.78040 2.24984 0.105 0.021 -0.028
H 3.61034 3.13536 3.95075 0.007 -0.004 -0.015
H 5.33615 1.46274 4.73410 -0.012 0.000 0.005
H 4.88315 -0.96279 4.31055 0.005 0.009 -0.005
H 2.85967 -1.60661 3.11944 0.003 -0.089 -0.062
C -0.79462 4.02338 -3.04897 0.022 0.050 -0.009
C -1.67942 3.37153 -2.00134 -0.012 -0.134 -0.064
N -1.81652 1.91704 -2.22196 -0.101 0.103 -0.088
C -2.96911 1.51510 -3.06593 0.145 0.062 0.033
C -4.19602 1.21820 -2.22467 -0.050 -0.019 0.014
C -1.01672 1.01765 -1.70651 -0.253 -0.075 0.143
S 0.40257 1.61331 -0.85651 -0.032 -0.248 0.106
N -1.34115 -0.27592 -1.91384 0.054 0.245 -0.088
C -0.73001 -1.26437 -1.35088 0.186 -0.312 0.253
O 0.13502 -1.14470 -0.36919 -0.147 -0.237 -0.394
C -1.01415 -2.65229 -1.74524 -0.057 0.172 -0.063
C -2.04321 -2.90620 -2.65215 -0.033 -0.052 -0.050
C -2.33488 -4.20946 -3.01379 -0.005 0.033 0.004
C -1.59566 -5.25795 -2.48189 -0.001 -0.041 -0.002
C -0.56621 -5.00982 -1.58116 -0.005 0.056 0.000
C -0.27791 -3.70933 -1.20664 -0.024 -0.048 -0.002
H -0.80204 5.10378 -2.90937 0.006 -0.003 -0.004
H -1.15425 3.81265 -4.05664 0.002 0.007 0.008
H 0.23786 3.67987 -2.97262 -0.021 -0.019 0.011
H -2.69203 3.77058 -2.04658 -0.010 -0.002 0.002
H -1.30895 3.53216 -0.99082 0.027 0.014 -0.042
H -2.67339 0.65267 -3.65402 0.015 -0.040 -0.008
H -3.14146 2.35030 -3.74325 -0.028 -0.018 -0.008
H -4.00944 0.37641 -1.55640 -0.006 0.005 -0.024
H -5.03057 0.96212 -2.87641 0.003 0.004 -0.005
H -4.49033 2.08262 -1.62741 0.015 -0.010 -0.025
H -2.61139 -2.08061 -3.05791 0.012 -0.010 0.003
H -3.13631 -4.41045 -3.71139 0.008 0.002 0.000
H -1.82059 -6.27503 -2.77480 0.004 0.002 0.004
H 0.01471 -5.83158 -1.18409 -0.001 0.005 0.003
H 0.53024 -3.50847 -0.51796 0.025 0.010 -0.003
F 6.09726 -0.11803 -3.53182 -0.049 -0.004 0.059
C 5.19114 -0.13787 -2.57377 0.103 -0.006 -0.121
C 5.03152 0.96836 -1.75225 0.060 0.085 -0.006
F 5.78286 2.04148 -1.92955 -0.026 -0.028 0.012
C 4.08456 0.94097 -0.74676 0.206 0.131 -0.130
F 3.92796 2.00035 0.04843 -0.116 -0.089 0.047
C 3.28210 -0.17652 -0.57307 -0.331 -0.073 0.244
O 2.35184 -0.15251 0.40643 0.637 0.116 -0.044
C 3.44761 -1.28110 -1.39475 0.054 -0.121 -0.162
F 2.70579 -2.37431 -1.21305 -0.044 0.085 0.094
C 4.40444 -1.26628 -2.39164 0.025 -0.027 -0.048
F 4.56837 -2.32186 -3.17061 -0.015 0.017 0.029